12
Properties=species:S:1:pos:R:3:forces:R:3 method="wB97M-V/def2-TZVPD" homo_lumo_gap_ev=9.4673 lumo_energy_ev=-0.18 charge=0 largest_force_ev_per_a=4.993 smiles=c1cc2c(nn1)OC2
C 1.796954 0.611495 -0.421009 -2.7 0.3 3.1
C 0.684387 0.003634 -1.127059 0.1 1.6 3.4
C -0.407237 -0.129279 -0.243827 2.1 -2.3 -3.1
C -0.274622 0.235394 1.079129 -4.2 -1.7 -2.1
N 0.621077 0.959850 1.541233 2.8 0.9 3.4
N 1.819416 1.069394 0.892344 -2.5 -0.9 -2.9
O -1.603605 -0.324889 1.477708 2.4 1.4 -1.4
C -1.684464 -0.870986 -0.061255 -1.8 1.8 3.6
H 2.666963 0.934839 -0.831769 2.5 0.2 -1.8
H 0.803531 -0.129528 -2.172422 -0.4 -0.5 -0.7
H -1.752726 -1.901817 0.281423 0.5 -0.4 -1.4
H -2.669672 -0.458107 -0.414495 1.3 -0.5 -0.1

---

12
Properties=species:S:1:pos:R:3:forces:R:3 method="wB97M-V/def2-TZVPD" homo_lumo_gap_ev=7.0479 lumo_energy_ev=-1.78 charge=0 largest_force_ev_per_a=7.006 smiles="C=C1C=NC=NC1=S"
C 0.818984 1.872851 0.101715 -1.2 -1.5 -1.3
C 0.257713 0.598093 -0.063271 1.9 2.1 1.6
C -1.144042 0.394761 -0.073322 -1.0 6.9 0.1
N -1.673011 -0.678039 -0.254850 -3.5 -4.1 -0.9
C -0.984096 -1.831704 -0.167885 5.3 -1.9 3.8
N 0.280502 -1.979688 0.398845 -2.4 4.1 -3.3
C 1.018466 -0.676577 0.111828 0.2 -2.3 0.3
S 2.619801 -0.869359 -0.194446 -0.7 0.5 0.3
H 1.916886 1.777748 0.359122 -1.3 1.1 -0.5
H 0.161181 2.850432 -0.214632 2.0 -2.6 1.3
H -1.886237 1.361264 0.121906 2.0 -2.3 -0.6
H -1.386150 -2.819778 -0.125008 -1.4 -0.2 -0.8

---

14
Properties=species:S:1:pos:R:3:forces:R:3 method="wB97M-V/def2-TZVPD" homo_lumo_gap_ev=6.4584 lumo_energy_ev=3.61 charge=-1 largest_force_ev_per_a=5.919 smiles="CN(C#C[O-])C(=O)NC#N"
C -0.526314 -0.734405 0.266816 -2.3 -5.4 0.3
N 0.710127 -0.130719 0.186658 0.1 0.4 0.1
C 1.866009 -0.893682 0.067882 -0.5 1.2 -0.3
C 1.985914 -2.160720 0.062985 1.2 2.7 0.2
O 2.658370 -3.116106 0.122705 0.5 -3.7 0.0
C 0.557055 1.160306 0.014769 0.0 1.8 -0.7
O -0.504805 1.829627 -0.096359 1.0 -1.2 0.5
N 1.727338 1.930275 -0.101838 -2.1 0.8 0.1
C 2.982956 1.621938 0.050842 2.6 0.1 0.1
N 4.140933 1.673603 0.116072 -0.5 -0.2 0.1
H -0.447377 -1.878170 0.591365 0.4 2.4 0.2
H -1.131953 -0.232141 1.040898 -0.5 -0.2 -1.2
H -0.876826 -1.046063 -0.766964 -0.7 1.5 0.9
H 1.417720 2.888233 0.037210 0.6 -0.1 -0.2

---

14
Properties=species:S:1:pos:R:3:forces:R:3 method="wB97M-V/def2-TZVPD" homo_lumo_gap_ev="7.4044 / 8.3190" lumo_energy_ev="-5.01 / -5.57" charge=+1 largest_force_ev_per_a=3.512
O 1.687855 -1.963739 1.434235 0.2 0.8 -0.5
N 0.902703 -2.750458 1.024063 1.6 -0.3 1.6
C -0.183244 -2.971412 0.462878 -1.8 -1.3 -0.5
N -0.962250 -1.977863 -0.137191 -0.2 -3.2 0.7
C -1.047484 -0.836939 -0.356419 -1.0 1.0 -1.1
N -0.461955 0.336925 -0.317227 2.0 2.7 0.2
C 0.242900 1.092646 -1.145901 1.2 0.8 -1.8
C 0.445520 2.396182 -0.640416 -2.3 -2.5 0.8
C -0.316891 2.390026 0.485300 1.5 -1.2 -0.3
O -0.702078 1.088681 0.780013 -1.1 1.9 1.1
H -0.592922 -3.978334 0.593880 0.1 0.5 -0.6
H 0.587543 0.871340 -2.146250 -0.3 -0.9 0.2
H 0.886423 3.133645 -1.218684 0.8 1.5 -0.5
H -0.486119 3.169300 1.181718 -0.5 0.1 0.9